DFT (wB97M-V/def2-TZVPD) results for a molecular structure, C34H37MoN7O5S2.

Properties
Charge: +2
E_tot: -80042.9773 eV
⟨S²⟩: 2.020
Spin multiplicity: 3
E_LUMO (spin up / spin down): -6.212 / -5.924 eV
Kohn-Sham gap (spin up / spin down): 6.62 / 7.00 eV
Molecular weight: 783.79 g/mol

CARTESIAN COORDINATES (ANGSTROEM)
Mo: 0.008 -1.124 -0.507
C: -0.616 2.631 1.818
C: -0.087 1.717 0.756
N: -0.746 0.643 0.410
N: -1.992 0.549 1.038
C: -2.725 -0.440 0.700
S: -2.347 -1.624 -0.546
S: -4.268 -0.690 1.467
C: -4.405 0.768 2.527
C: -3.544 0.844 3.770
C: -2.587 -0.099 4.113
C: -1.804 0.066 5.248
C: -1.976 1.179 6.057
C: -2.939 2.123 5.726
C: -3.716 1.956 4.591
C: 1.176 2.076 0.099
C: 1.634 3.399 0.196
C: 2.792 3.816 -0.426
C: 3.543 2.909 -1.166
C: 3.116 1.601 -1.287
C: 1.944 1.185 -0.665
O: 1.576 -0.102 -0.856
H: -1.263 2.092 2.503
H: -1.203 3.436 1.363
H: 0.211 3.073 2.367
H: -5.463 0.785 2.797
H: -4.222 1.634 1.890
H: -2.440 -0.970 3.489
H: -1.056 -0.677 5.491
H: -1.370 1.309 6.943
H: -3.089 2.990 6.356
H: -4.465 2.699 4.339
H: 1.059 4.121 0.757
H: 3.113 4.845 -0.335
H: 4.455 3.226 -1.654
H: 3.670 0.882 -1.876
O: 1.738 -4.945 -1.225
C: 1.702 -3.723 -1.208
O: 0.647 -3.012 -1.085
C: 3.037 -2.969 -1.332
N: 4.048 -4.013 -1.745
C: 5.184 -3.994 -0.759
C: 4.493 -3.549 0.517
C: 3.549 -2.451 0.026
H: 2.968 -2.188 -2.086
H: 4.356 -3.912 -2.709
H: 3.494 -4.893 -1.665
H: 5.907 -3.256 -1.102
H: 5.652 -4.974 -0.728
H: 5.203 -3.196 1.261
H: 3.935 -4.382 0.949
H: 4.087 -1.513 -0.117
H: 2.729 -2.254 0.714
C: -1.144 -1.495 -4.759
C: -0.863 -1.714 -3.431
N: -0.352 -0.749 -2.644
C: -0.129 0.458 -3.169
C: -0.410 0.775 -4.492
C: -0.911 -0.237 -5.299
C: -0.120 2.113 -5.040
C: -0.327 3.309 -4.489
C: -0.985 3.659 -3.218
C: -0.887 4.960 -2.738
C: -1.515 5.244 -1.538
N: -2.211 4.328 -0.868
C: -2.278 3.126 -1.433
N: -1.697 2.738 -2.558
H: -1.544 -2.298 -5.360
H: -1.034 -2.676 -2.969
H: 0.293 1.207 -2.519
H: -1.127 -0.042 -6.342
H: 0.323 2.105 -6.030
H: 0.003 4.168 -5.062
H: -0.339 5.720 -3.277
H: -1.465 6.235 -1.101
H: -2.870 2.379 -0.911
N: -1.727 -4.432 2.993
C: -1.150 -3.813 1.757
C: -0.302 -2.636 2.254
O: -0.146 -2.527 3.455
O: 0.208 -1.875 1.354
H: -1.580 -5.438 3.053
H: -2.724 -4.244 3.091
H: -1.214 -3.939 3.763
H: -1.943 -3.478 1.093
H: -0.529 -4.536 1.232

Cartesian forces, eV/Å:
-0.084 -0.542 -0.118
0.034 0.030 -0.016
-0.023 0.000 0.003
-0.039 0.163 0.037
0.008 -0.062 0.079
-0.008 0.075 -0.046
0.101 0.187 -0.160
0.008 -0.040 0.046
0.011 0.017 -0.007
0.015 -0.003 -0.047
-0.014 0.020 0.031
-0.008 0.004 0.001
0.006 -0.017 0.003
-0.008 -0.008 -0.009
0.013 0.016 -0.006
0.014 -0.008 0.010
0.006 0.007 -0.014
-0.003 0.003 0.002
-0.009 -0.007 0.002
0.002 0.008 0.002
-0.019 -0.033 -0.046
-0.009 0.059 0.099
-0.006 -0.012 0.005
-0.029 -0.019 -0.003
-0.005 0.015 -0.011
-0.010 -0.024 -0.009
-0.003 0.002 0.006
0.008 -0.020 -0.058
0.022 -0.001 0.006
0.001 -0.002 -0.003
0.001 0.000 -0.002
0.002 0.000 -0.002
-0.013 -0.001 0.006
-0.001 0.000 -0.003
0.001 -0.002 0.001
0.000 0.000 0.004
-0.007 0.042 0.010
0.016 -0.097 0.000
-0.056 0.191 -0.008
0.022 0.008 0.028
-0.001 -0.004 -0.004
0.006 0.024 -0.010
-0.013 -0.017 0.002
0.003 0.024 -0.019
-0.014 -0.008 -0.006
0.010 0.021 0.006
-0.003 -0.010 -0.005
0.012 -0.014 -0.003
-0.015 -0.008 0.011
0.003 0.008 -0.006
0.003 0.004 0.006
0.003 0.004 -0.002
-0.002 -0.006 0.004
-0.008 -0.002 -0.005
-0.004 -0.023 0.011
-0.001 0.067 -0.042
-0.001 -0.029 0.009
0.027 -0.002 0.016
0.017 -0.006 -0.010
-0.013 -0.054 -0.012
0.025 0.057 -0.030
-0.004 0.025 0.000
0.007 0.003 0.014
-0.007 -0.001 -0.007
0.008 -0.027 0.034
0.007 0.010 0.022
-0.020 0.004 0.012
-0.003 0.003 0.000
0.002 -0.001 0.011
0.006 -0.007 0.012
0.001 0.003 0.002
-0.016 -0.008 -0.001
-0.001 -0.002 0.004
0.000 -0.002 -0.003
0.001 -0.002 0.005
0.009 -0.007 0.010
0.001 -0.058 -0.005
-0.045 -0.024 0.090
-0.005 0.005 0.008
0.078 0.023 0.041
-0.007 0.075 0.025
-0.007 -0.003 -0.004
-0.007 0.008 -0.004
0.002 0.024 0.009
0.015 -0.027 0.010
0.011 0.010 -0.012

=====

DFT (wB97M-V/def2-TZVPD) results for a molecular structure, C6H18BaO14S2 at a distorted geometry.

Properties
Charge: -2
E_tot: -57541.7020 eV
Spin multiplicity: 1
E_LUMO: 2.893 eV
Kohn-Sham gap: 1.74 eV
Molecular weight: 515.66 g/mol

CARTESIAN COORDINATES (ANGSTROEM)
Ba: -19.462 -12.638 6.728
S: -18.984 -10.059 4.384
O: -20.204 -9.283 4.528
O: -18.525 -9.625 5.693
O: -19.154 -11.490 4.393
O: -18.102 -9.562 3.371
S: -22.154 -9.700 7.356
O: -21.883 -8.321 6.922
O: -20.855 -10.275 7.116
O: -22.474 -9.797 8.766
O: -23.184 -10.349 6.542
C: -18.863 -15.605 8.660
C: -20.266 -15.841 7.977
O: -20.966 -14.579 7.886
O: -18.133 -14.725 7.840
H: -18.348 -16.561 8.759
H: -18.942 -15.261 9.692
H: -20.896 -16.570 8.488
H: -20.154 -16.247 6.972
H: -21.674 -14.572 8.534
H: -17.217 -15.012 7.844
C: -21.661 -14.856 4.525
C: -22.475 -13.558 4.548
O: -21.996 -12.743 5.598
O: -20.238 -14.568 4.438
H: -21.889 -15.511 3.685
H: -21.807 -15.414 5.450
H: -23.552 -13.726 4.540
H: -22.028 -13.044 3.697
H: -22.586 -11.985 5.602
H: -20.082 -14.234 3.552
C: -18.708 -11.103 9.862
C: -17.347 -11.128 9.143
O: -17.485 -11.166 7.711
O: -19.633 -12.085 9.369
H: -19.295 -10.188 9.782
H: -18.617 -11.380 10.913
H: -16.888 -12.098 9.331
H: -16.684 -10.305 9.409
H: -17.272 -10.328 7.294
H: -20.429 -12.097 9.905

Cartesian forces, eV/Å:
-1.255 3.351 -2.008
-2.124 6.255 2.881
-3.213 -0.654 -3.963
5.235 -1.397 4.268
-0.309 -4.742 -0.783
1.704 -0.485 -2.802
1.313 3.627 -1.628
-2.042 1.071 0.593
3.154 -4.645 0.262
-1.036 -0.503 2.699
-1.556 -1.490 -0.992
-1.438 -1.207 -0.385
0.461 0.885 0.723
0.248 -1.334 0.175
0.542 -0.349 0.238
0.046 -0.308 -0.306
-0.353 0.558 -0.066
0.231 -0.039 0.458
0.364 0.291 -0.158
-0.092 0.264 -0.054
0.097 0.234 -0.109
0.485 0.185 0.412
2.555 0.018 -0.336
-0.682 -1.835 0.245
-0.776 -0.563 0.504
-0.514 0.043 -0.100
0.100 -0.056 0.100
-0.036 0.100 -0.114
-1.114 0.180 -1.041
-0.142 1.927 1.001
0.229 0.526 0.002
-1.184 0.352 0.362
-0.964 -0.764 -1.337
0.510 -0.611 1.555
1.043 -1.331 -0.365
0.661 0.579 -0.175
0.738 0.450 0.355
0.316 0.007 0.669
-0.204 -0.046 0.463
-0.838 0.815 -1.050
-0.157 0.642 -0.193

=====

DFT (wB97M-V/def2-TZVPD) results for a molecular structure, C26H18N3O8PS4SbTc.

Properties
Charge: +2
E_tot: -109447.7243 eV
Spin multiplicity: 1
E_LUMO: -7.166 eV
Kohn-Sham gap: 7.00 eV
Molecular weight: 879.44 g/mol

CARTESIAN COORDINATES (ANGSTROEM)
Tc: 0.258 -0.986 -0.118
O: -4.364 -1.275 -0.944
C: -3.403 -1.950 -0.812
O: -2.657 -1.960 0.392
C: -2.847 -2.952 -1.748
C: -3.687 -3.791 -2.462
C: -3.136 -4.685 -3.359
C: -1.780 -4.742 -3.596
C: -0.959 -3.862 -2.917
C: -1.457 -2.965 -1.958
O: -0.640 -2.135 -1.350
N: 0.468 -3.888 -3.233
O: 1.096 -2.823 -3.185
O: 0.956 -4.937 -3.540
N: -4.026 -5.599 -4.103
O: -5.207 -5.519 -3.863
O: -3.499 -6.349 -4.889
H: -4.760 -3.756 -2.325
H: -1.376 -5.443 -4.313
O: 2.131 -2.120 -0.871
N: 2.212 -0.786 -0.492
C: 3.320 -0.168 -0.541
C: 3.440 1.184 -0.027
C: 4.699 1.781 -0.114
C: 4.912 3.057 0.377
C: 3.863 3.746 0.967
C: 2.608 3.160 1.059
C: 2.374 1.880 0.565
P: 0.650 1.298 0.726
C: 0.419 1.417 2.547
C: 1.453 1.023 3.316
C: 1.319 0.828 4.761
C: 0.008 1.112 5.386
C: -1.051 1.604 4.498
C: -0.860 1.735 3.173
C: -0.298 2.533 -0.202
C: -1.667 2.746 -0.008
C: -2.357 3.637 -0.813
C: -1.703 4.308 -1.836
C: -0.352 4.082 -2.055
C: 0.349 3.204 -1.244
H: 1.888 -2.223 -1.837
H: 4.182 -0.683 -0.955
H: 5.514 1.233 -0.570
H: 5.891 3.509 0.301
H: 4.016 4.744 1.356
H: 1.799 3.720 1.512
H: 2.432 0.835 2.892
H: 2.211 0.959 5.360
H: -0.013 1.457 6.412
H: -1.982 1.922 4.949
H: -1.652 2.164 2.578
H: -2.225 2.216 0.748
H: -3.412 3.800 -0.643
H: -2.246 5.000 -2.465
H: 0.163 4.591 -2.857
H: 1.403 3.052 -1.434
S: -0.348 -3.487 2.421
Sb: -1.341 -1.482 3.243
S: 0.770 -1.750 1.984
S: -1.937 -0.511 0.797
S: 0.437 -0.712 5.359

Cartesian forces, eV/Å:
0.204 0.080 -0.134
0.175 0.110 -0.060
-0.403 -0.365 0.143
0.071 0.196 -0.045
0.142 0.114 -0.041
-0.022 0.049 -0.028
0.035 0.006 0.048
0.018 0.007 -0.025
-0.106 0.043 0.003
-0.150 -0.086 -0.121
0.059 0.197 0.121
0.155 -0.053 0.114
-0.011 0.032 -0.028
-0.012 -0.037 -0.063
0.035 0.043 0.043
-0.117 0.003 0.021
0.044 -0.079 -0.084
0.006 0.001 0.006
-0.003 0.004 0.006
-0.002 -0.066 0.079
-0.021 0.019 -0.076
-0.019 -0.052 0.021
-0.016 0.056 0.025
0.003 -0.043 -0.020
-0.007 0.015 0.009
0.002 -0.020 -0.006
0.005 0.004 -0.019
0.005 0.043 0.004
-0.044 -0.117 -0.054
0.034 0.004 -0.027
-0.023 0.010 -0.039
0.008 -0.065 0.079
0.025 -0.077 0.021
-0.007 0.003 -0.056
-0.064 0.008 0.045
-0.035 0.006 0.038
0.002 0.005 -0.019
-0.005 0.000 0.000
0.016 -0.012 0.017
-0.001 0.006 -0.007
-0.008 -0.015 0.002
0.039 0.038 -0.104
-0.004 -0.008 0.010
0.003 0.000 -0.004
0.006 0.001 0.000
0.005 0.005 -0.002
-0.006 -0.001 -0.003
0.002 0.003 0.002
0.001 0.008 -0.012
0.006 0.003 -0.004
-0.001 0.009 -0.001
0.003 -0.013 0.026
-0.002 -0.014 -0.020
-0.006 0.000 -0.003
-0.003 0.001 -0.005
0.000 0.009 -0.002
0.009 -0.006 0.003
-0.008 0.052 -0.064
-0.110 0.024 -0.030
0.063 -0.048 0.180
0.006 -0.184 0.134
0.032 0.144 0.006

=====

DFT (wB97M-V/def2-TZVPD) results for a molecular structure, C20H35N2O2P2Pt at a distorted geometry.

Properties
E_tot: -50197.6285 eV
⟨S²⟩: 8.834
Spin multiplicity: 6
E_LUMO (spin up / spin down): 0.312 / -1.490 eV
Kohn-Sham gap (spin up / spin down): 3.96 / 4.98 eV
Molecular weight: 592.54 g/mol

CARTESIAN COORDINATES (ANGSTROEM)
Pt: 0.326 0.049 -0.858
P: 2.458 -0.298 -1.699
P: -1.943 0.597 0.429
N: -0.595 0.123 -2.455
H: 0.164 -1.456 -0.226
C: 3.120 -1.996 -1.848
H: 4.100 -1.989 -2.349
H: 2.436 -2.606 -2.447
H: 3.243 -2.460 -0.864
C: 3.830 0.626 -0.933
H: 4.777 0.386 -1.436
H: 3.929 0.394 0.132
H: 3.642 1.699 -1.041
C: 2.508 0.283 -3.428
H: 3.519 0.160 -3.842
H: 2.237 1.343 -3.466
H: 1.800 -0.289 -4.037
C: -3.043 -0.780 1.037
H: -3.979 -0.421 1.494
H: -2.507 -1.365 1.783
H: -3.161 -1.485 0.207
C: -1.864 1.850 1.793
H: -2.852 1.972 2.268
H: -1.467 2.802 1.431
H: -1.144 1.497 2.550
C: -3.122 1.431 -0.702
H: -4.067 1.669 -0.189
H: -3.335 0.785 -1.562
H: -2.687 2.366 -1.072
C: -1.075 0.318 -3.649
C: -2.015 -0.615 -5.708
C: -1.498 -0.805 -4.439
C: -1.198 1.638 -4.211
C: -1.721 1.809 -5.480
C: -2.127 0.688 -6.226
H: -2.332 -1.480 -6.295
H: -1.388 -1.791 -3.981
H: -0.863 2.476 -3.593
H: -1.814 2.817 -5.893
H: -2.539 0.831 -7.229
C: 1.885 -0.047 2.054
O: 1.485 0.729 1.168
C: 2.310 -1.471 1.809
H: 2.441 -2.065 2.733
H: 3.284 -1.466 1.291
H: 1.590 -2.015 1.173
C: 2.089 0.519 3.419
H: 1.600 -0.041 4.228
H: 1.669 1.533 3.402
H: 3.165 0.512 3.647
O: -0.773 -0.930 1.934
N: -0.876 -0.877 3.206
C: -1.820 -0.078 3.759
C: -1.477 0.521 4.953
C: -0.502 -0.096 5.721
C: 0.061 -1.296 5.282
C: -0.049 -1.617 3.918
H: -2.730 -0.008 3.182
H: -2.004 1.465 5.160
H: -0.218 0.351 6.664
H: 0.654 -1.974 5.925
H: 0.464 -2.423 3.406

Cartesian forces, eV/Å:
0.331 0.643 3.226
0.644 0.314 -0.228
0.106 -0.111 0.885
-1.160 -0.552 -1.985
-0.412 -0.901 -0.411
0.131 -0.095 -0.079
-0.241 0.101 0.113
0.033 0.104 0.191
-0.149 0.105 -0.172
0.462 -0.017 -0.170
-0.125 0.063 0.090
-0.116 0.062 -0.236
-0.043 -0.178 0.093
0.368 -0.040 -0.138
-0.212 0.022 0.007
-0.009 -0.210 0.009
0.081 0.120 0.112
-0.146 -0.169 -0.346
-0.014 0.029 -0.725
-0.508 0.222 -0.510
-0.566 0.298 -0.093
0.554 -0.097 -0.146
0.399 0.123 -0.224
-0.329 0.003 -0.322
-0.478 0.304 -0.542
-0.201 0.222 -0.145
0.255 -0.108 -0.158
-0.005 0.116 0.140
-0.051 -0.129 0.008
-0.691 0.417 -1.357
0.110 0.268 0.170
0.125 0.081 0.230
0.052 -0.246 0.219
0.070 -0.300 0.164
-0.085 0.005 -0.190
0.084 0.344 0.149
-0.114 0.254 -0.264
-0.166 -0.199 -0.265
0.012 -0.381 0.086
0.144 -0.043 0.359
-0.392 0.873 -0.460
0.554 -1.193 0.857
0.082 -0.735 -0.215
-0.009 0.627 -0.356
-0.240 0.096 0.130
0.191 0.475 0.171
-0.119 0.584 0.249
0.185 -0.002 -0.476
0.439 -0.198 0.162
-0.150 0.165 -0.096
1.786 -0.023 -3.171
0.975 -1.224 0.675
-1.408 0.599 1.161
-0.591 0.021 -0.338
-0.425 1.563 0.962
1.129 -2.123 -1.341
-0.093 -0.523 3.510
0.189 0.489 0.485
0.209 -0.540 0.693
0.079 -0.078 0.095
-0.347 0.662 -0.342
-0.184 0.041 0.100

=====

DFT (wB97M-V/def2-TZVPD) results for C5H6O in the gas phase at a distorted geometry.

Properties
E_tot: -7327.3631 eV
Spin multiplicity: 1
E_LUMO: 0.932 eV
Kohn-Sham gap: 10.75 eV
Molecular weight: 82.10 g/mol

CARTESIAN COORDINATES (ANGSTROEM)
C: 1.579 -0.413 1.984
C: 1.026 -0.594 0.919
C: 0.352 -0.893 -0.363
C: -0.282 0.384 -0.986
C: -1.494 0.942 -0.246
O: -2.010 0.393 0.710
H: 2.136 -0.129 2.844
H: -0.396 -1.639 -0.122
H: 1.095 -1.332 -1.027
H: 0.481 1.178 -1.026
H: -0.616 0.193 -2.037
H: -1.872 1.910 -0.650

Cartesian forces, eV/Å:
-0.577 0.089 -1.634
0.615 0.084 1.132
-0.018 0.838 0.688
-0.070 -0.395 -0.263
0.103 -0.879 0.879
0.458 0.755 -1.200
-0.091 -0.146 0.128
-0.319 -0.143 -0.284
-0.129 0.038 -0.183
-0.244 -0.121 -0.121
0.301 0.137 0.678
-0.030 -0.260 0.180